[1]
The following is a quantum chemistry calculation of a cluster of 4 separate species, C7H21NO3 in total, from the Open Molecules 2025 dataset.

```
32
Properties=species:S:1:pos:R:3:lowdin_charge:R:1
C -1.9896 1.4840 0.0177 -0.238
C -1.1075 2.0499 -1.1604 -0.237
C -0.2280 1.0272 -1.7984 -0.202
C 1.2840 0.7218 0.2058 -0.084
C 0.5258 0.2235 -0.7938 -0.326
C 0.3908 -1.3176 -0.7293 -0.062
C 2.4614 -0.1902 0.7596 -0.052
N -2.7209 0.2210 -0.3688 -0.011
H -2.8583 2.2504 0.1394 0.131
H -1.2828 1.3632 0.8962 0.102
H -0.4398 2.8448 -0.7122 0.115
H -1.9315 2.5421 -1.7639 0.122
H -0.8517 0.5338 -2.4709 0.095
H 0.6152 1.7459 -2.1197 0.147
H 1.3301 1.7116 0.3484 0.055
H -0.0776 -1.6661 -1.7301 0.110
H -0.2815 -1.6552 0.0046 0.020
H 1.3229 -1.8739 -0.6260 0.067
H 1.8901 -0.8180 1.4259 0.063
H 2.7676 -0.8720 0.0709 0.004
H 3.2805 0.5238 1.0748 0.102
H -2.2740 -0.6275 -0.8295 0.079
H -3.4514 0.2924 -0.9991 0.018
H 3.1632 -0.8110 -2.6978 0.024
H 1.9696 0.0524 -2.7796 0.035
O 2.3729 -0.7431 -3.2236 -0.055
H -0.5228 -3.0412 2.1588 0.085
H -1.4331 -1.6616 1.7254 0.018
O -0.9060 -2.1610 2.3140 -0.044
H 0.1263 0.2275 3.3948 -0.058
H -0.7651 -0.9907 3.7193 0.037
O -0.1258 -0.2970 4.0777 -0.059
```

## Properties
Spin multiplicity = 1
SMILES = C/C=C(\C)CCCN.O.O.O

---

[2]
The following is a quantum chemistry calculation of a cluster of 4 separate species, C7H21NO3 in total, from the Open Molecules 2025 dataset.

```
32
Properties=species:S:1:pos:R:3:lowdin_charge:R:1
C -0.2298 -1.9057 -0.3989 -0.225
N -0.3855 -0.5397 0.1343 -0.082
C -1.6136 0.1224 -0.2997 -0.240
C -1.4914 1.6412 -0.2110 -0.194
C -1.2651 2.1018 1.2004 -0.201
C -0.1442 2.6235 1.6539 0.001
C 0.6956 -2.0199 -1.6058 -0.242
C 0.0529 -1.4654 -2.8834 -0.105
H 0.1950 -2.5079 0.4157 0.113
H -1.2047 -2.3510 -0.6091 0.118
H 0.4217 0.0075 -0.1475 0.060
H -2.4279 -0.2442 0.3393 0.122
H -1.9240 -0.1284 -1.3205 0.103
H -0.6532 1.9674 -0.8373 0.106
H -2.3905 2.1007 -0.6261 0.114
H -2.1267 1.9923 1.8576 0.106
H 0.7230 2.7326 1.0060 0.053
H 0.0667 2.9723 2.6565 0.060
H 1.6374 -1.5237 -1.3783 0.091
H 0.8904 -3.0853 -1.7568 0.107
H 0.7422 -1.5636 -3.7217 0.068
H -0.8706 -2.0066 -3.0820 0.073
H -0.1664 -0.4010 -2.7733 0.059
H -0.7118 0.1182 3.3439 0.056
H -0.5184 -0.6865 2.0482 0.002
O -0.3760 -0.7545 3.0236 -0.101
H 1.5075 -0.5465 2.7970 0.012
H 1.9452 -0.1116 1.3968 -0.023
O 2.2989 -0.2781 2.2744 -0.083
H 2.1645 1.6567 -1.4756 0.071
H 2.9738 1.1165 -0.2386 0.062
O 2.1850 0.9664 -0.7818 -0.059
```

## Properties
Spin multiplicity = 1
SMILES = C=CCCNCCC.O.O.O

---

[3]
The following is a quantum chemistry calculation of a cluster of 5 separate species, C7H21NO4 in total, from the Open Molecules 2025 dataset.

```
33
Properties=species:S:1:pos:R:3:lowdin_charge:R:1
C -0.9807 -0.4097 -2.7026 -0.064
C -1.1280 0.6576 -1.6464 -0.286
C -1.9028 0.4072 -0.5874 -0.163
N -2.9328 -0.6166 -0.6192 0.036
C -0.2579 1.9012 -1.5516 -0.178
C 0.6719 1.9142 -0.3766 -0.121
C 1.9574 1.5917 -0.4298 -0.194
C 2.8901 1.5827 0.7295 -0.110
H -1.9134 -0.6111 -3.2559 0.084
H -0.7263 -1.3514 -2.2265 0.058
H -0.1621 -0.2383 -3.4012 0.076
H -2.1266 0.9962 0.2976 0.116
H -2.5690 -1.4640 -1.0570 0.060
H -3.0826 -0.8877 0.3465 0.039
H 0.2705 2.0776 -2.4997 0.114
H -0.9772 2.7300 -1.4850 0.111
H 0.1758 2.4325 0.4453 0.110
H 2.3691 1.1822 -1.3599 0.109
H 3.7806 2.1552 0.4385 0.073
H 3.2397 0.5802 1.0164 0.074
H 2.4521 2.0357 1.6195 0.071
H -2.8279 -2.4662 1.9030 0.042
H -1.8683 -2.3370 3.2279 0.064
O -1.9505 -2.5325 2.2852 -0.045
H -0.1584 -1.8621 1.8687 -0.007
H 1.0361 -2.1395 0.9692 -0.002
O 0.7631 -2.1398 1.8855 -0.043
H 0.5359 -0.1188 2.6895 0.013
H -0.1594 0.8346 3.5685 0.050
O -0.0354 0.6621 2.6176 -0.067
H 2.1130 -0.7515 -1.0091 -0.004
H 1.5991 -2.1578 -0.4697 0.010
O 1.9052 -1.6568 -1.2306 -0.025
```

## Properties
Spin multiplicity = 1
SMILES = C/C=C/C/C(C)=C/N.O.O.O.O

---

[4]
The following is a quantum chemistry calculation of a structure of composition C7H22AgO7, from the Open Molecules 2025 dataset.

```
37
Properties=species:S:1:pos:R:3:lowdin_charge:R:1
Ag 5.1844 -4.6530 20.4744 0.807
C 2.8885 -3.3742 22.1240 -0.190
O 4.2059 -3.4032 22.5133 -0.121
H 2.8435 -3.8732 21.1560 0.038
H 2.1718 -3.9423 22.7171 0.078
H 2.5577 -2.3361 22.0923 0.101
H 4.2727 -2.8937 23.3242 0.104
C 8.0650 -3.6626 20.7865 -0.197
C 7.6114 -4.4026 22.0842 -0.240
O 6.9875 -5.6172 21.7963 -0.073
O 6.9061 -3.1418 20.1413 -0.121
H 8.5940 -4.2834 20.0634 0.125
H 8.6829 -2.7994 21.0335 0.127
H 6.9281 -3.6802 22.5307 0.112
H 8.4176 -4.4967 22.8117 0.129
H 7.7149 -6.1276 21.4330 0.107
H 7.2511 -2.6856 19.3703 0.101
C 2.2148 -6.7750 20.5192 -0.222
C 1.0304 -6.2594 21.2421 -0.274
O 1.1223 -6.5105 22.6048 -0.053
O 3.3727 -6.2198 21.0935 -0.106
H 2.1207 -6.5351 19.4601 0.125
H 2.2179 -7.8587 20.6368 0.132
H 0.1883 -6.9103 21.0069 0.133
H 0.8656 -5.1853 21.1574 0.120
H 0.5366 -5.8770 23.0258 0.100
H 3.2345 -6.2840 22.0413 0.090
C 3.8365 -4.1035 17.6680 -0.190
C 5.2188 -4.8280 17.4164 -0.190
O 5.4178 -5.8098 18.4282 -0.119
O 3.7712 -3.3692 18.8945 -0.112
H 3.0215 -4.8209 17.5715 0.116
H 3.7341 -3.3217 16.9154 0.122
H 6.0642 -4.1466 17.5117 0.107
H 5.3812 -5.2254 16.4145 0.129
H 5.3089 -6.6922 18.0662 0.106
H 2.9245 -2.9167 18.8934 0.100
```

## Properties
Charge = +1
Spin multiplicity = 1

---

For reference, max |F| by record: 5.131 1.304 2.396 2.453 eV/A.
For reference, energy above the lowest of the compared OMol25 structures with the same formula, charge and spin by record: 3.3910 0.0000 0.8918 0.6006 eV.
For reference, gap between HOMO and LUMO by record: 9.456 9.421 8.123 10.198 eV.